C3H4N2O3S | ωB97M-V with the def2-TZVPD basis set

Results
- multiplicity = 1
- energy relative to the best compared isomer or geometry (same formula, charge and spin) (kcal per mole) = 96.0
- frontier orbital gap (eV) = 9.04
- HOMO level (eV) = -9.10
- DFT total energy (eV) = -23129.402

Cartesian coordinates (Å):
C: 0.141 -1.155 0.796
C: 1.184 -0.332 0.759
C: 1.201 0.776 -0.088
N: -2.693 0.364 -1.186
N: -0.356 0.841 -1.225
O: 1.688 1.829 0.069
O: -0.864 -1.385 0.003
O: 2.279 -0.509 1.631
S: -1.389 -0.313 -1.514
H: 0.130 -1.727 1.733
H: -3.396 -0.246 -1.438
H: -0.773 1.703 -0.967
H: 2.848 0.155 1.427

Charges per atom according to Löwdin partitioning, unit e: C -0.159; C -0.270; C -0.202; N -0.267; N -0.241; O 0.168; O -0.238; O 0.085; S 0.943; H 0.153; H -0.047; H 0.037; H 0.038

=====

C29H30N5O2S2Zr | ωB97M-V with the def2-TZVPD basis set

Results
- multiplicity = 1
- energy relative to the best compared isomer or geometry (same formula, charge and spin) (kcal per mole) = 26.5
- frontier orbital gap (eV) = 6.37
- HOMO level (eV) = -15.99
- DFT total energy (eV) = -65033.428
- net charge = +3

Cartesian coordinates (Å):
Zr: 0.315 0.150 0.629
C: 4.301 1.177 2.824
C: 2.871 0.898 2.426
N: 2.490 0.580 1.224
N: 3.437 0.439 0.221
C: 2.914 0.132 -0.865
O: 1.540 -0.078 -0.920
C: 3.613 -0.366 -2.086
C: 2.898 -0.636 -3.230
C: 3.570 -1.143 -4.357
C: 4.976 -1.374 -4.314
C: 5.684 -1.014 -3.149
C: 5.047 -0.501 -2.028
C: 1.727 0.850 3.370
C: 1.857 1.168 4.769
C: 0.734 0.944 5.633
C: -0.398 0.411 5.046
C: -0.457 0.159 3.664
N: 0.598 0.418 2.854
H: 4.477 2.216 2.724
H: 5.000 0.648 2.185
H: 4.431 0.945 3.915
H: 1.844 -0.502 -3.273
H: 2.963 -1.327 -5.211
H: 5.492 -1.757 -5.137
H: 6.769 -1.168 -3.107
H: 5.535 -0.202 -1.123
H: 2.782 1.534 5.086
H: 0.763 1.321 6.682
H: -1.251 0.251 5.705
H: -1.423 -0.230 3.188
C: 2.184 -3.895 -1.408
N: 1.348 -3.468 -0.282
C: 0.069 -3.183 -0.326
S: -0.664 -2.222 0.968
N: -0.853 -3.590 -1.217
C: -0.985 -4.705 -2.175
H: 3.029 -3.191 -1.419
H: 1.550 -3.707 -2.278
H: 2.528 -4.920 -1.273
H: 1.714 -3.318 0.621
H: -1.766 -3.152 -1.040
H: -0.968 -5.675 -1.697
H: -0.245 -4.655 -2.971
H: -1.983 -4.587 -2.608
O: -1.027 1.567 0.350
S: -2.045 2.663 -0.192
C: -3.270 2.699 1.055
C: -3.989 3.886 1.219
C: -4.961 3.994 2.236
C: -5.110 2.941 3.128
C: -4.388 1.823 2.990
C: -3.415 1.685 1.947
C: -2.893 1.939 -1.586
C: -3.510 0.707 -1.488
C: -4.038 0.182 -2.646
C: -4.036 0.873 -3.867
C: -3.411 2.134 -3.871
C: -2.868 2.699 -2.710
H: -3.903 4.721 0.498
H: -5.483 4.910 2.390
H: -5.838 3.053 3.985
H: -4.505 1.051 3.651
H: -2.876 0.708 1.913
H: -3.770 0.187 -0.514
H: -4.636 -0.753 -2.558
H: -4.298 0.334 -4.731
H: -3.521 2.713 -4.799
H: -2.266 3.607 -2.638

Charges per atom according to Löwdin partitioning, unit e: Zr 1.656; C 0.037; C -0.173; N -0.055; N 0.122; C -0.345; O -0.285; C -0.169; C -0.047; C -0.024; C -0.006; C -0.043; C 0.005; C -0.200; C 0.092; C 0.035; C -0.007; C -0.082; N -0.077; H 0.100; H 0.094; H 0.111; H 0.101; H 0.102; H 0.098; H 0.125; H 0.107; H 0.100; H 0.156; H 0.134; H 0.119; C 0.019; N 0.003; C -0.717; S 0.641; N -0.020; C -0.008; H 0.098; H 0.086; H 0.113; H 0.120; H 0.112; H 0.105; H 0.087; H 0.106; O -0.694; S 1.217; C -0.426; C -0.039; C -0.008; C -0.053; C -0.047; C -0.077; C -0.414; C -0.082; C -0.061; C -0.002; C -0.011; C -0.067; H 0.135; H 0.120; H 0.157; H 0.089; H 0.093; H 0.141; H 0.133; H 0.111; H 0.134; H 0.124

=====

C5H7NO | ωB97M-V with the def2-TZVPD basis set

Results
- multiplicity = 1
- energy relative to the best compared isomer or geometry (same formula, charge and spin) (kcal per mole) = 39.2
- frontier orbital gap (eV) = 8.54
- HOMO level (eV) = -7.53
- DFT total energy (eV) = -8834.504

Cartesian coordinates (Å):
C: -2.169 0.224 -0.152
C: -0.782 -0.118 0.240
C: -0.252 -1.347 0.168
O: 1.111 -1.279 0.159
C: 1.394 0.170 0.189
N: 2.684 0.411 -0.205
C: 0.263 0.842 0.502
H: -2.754 0.572 0.696
H: -2.637 -0.655 -0.604
H: -2.155 1.009 -0.919
H: -0.822 -2.271 0.190
H: 3.114 -0.479 -0.389
H: 2.931 1.130 -0.876
H: 0.073 1.790 1.002

Charges per atom according to Löwdin partitioning, unit e: C -0.061; C -0.326; C -0.120; O 0.000; C -0.301; N 0.123; C 0.005; H 0.074; H 0.078; H 0.084; H 0.128; H 0.093; H 0.104; H 0.118

=====

C37H53Br2NO11P2S | ωB97M-V with the def2-TZVPD basis set

Results
- multiplicity = 1
- frontier orbital gap (eV) = 6.98
- HOMO level (eV) = -8.11
- DFT total energy (eV) = -232738.777

Cartesian coordinates (Å):
C: 5.240 5.257 -1.129
C: 5.229 3.740 -0.816
C: 5.053 3.489 0.706
C: 3.621 3.141 1.148
C: 2.511 4.032 0.517
C: 1.183 3.323 0.726
C: 0.304 3.723 1.735
C: 0.632 4.868 2.661
C: -0.905 3.045 1.893
O: -1.748 3.478 2.899
C: -1.262 1.953 1.101
C: -2.573 1.220 1.258
O: -3.598 1.629 0.362
C: -3.752 3.045 0.267
C: -3.157 3.589 -1.035
C: -0.354 1.534 0.123
C: 0.835 2.232 -0.065
S: 1.903 1.622 -1.360
C: 1.706 -0.123 -1.068
C: 2.776 -0.990 -1.145
Br: 4.531 -0.382 -1.601
C: 2.613 -2.340 -0.877
C: 1.343 -2.772 -0.531
C: 0.253 -1.907 -0.452
C: -1.087 -2.502 -0.023
C: -1.279 -2.226 1.476
C: -2.532 -2.037 2.034
C: -2.708 -1.749 3.385
C: -1.622 -1.638 4.239
C: -1.724 -1.287 5.705
C: -0.354 -1.866 3.694
C: -0.189 -2.152 2.349
C: 0.413 -0.548 -0.729
N: -0.699 0.368 -0.665
C: -1.143 0.803 -2.006
C: -1.009 -0.294 -3.068
O: -1.758 -1.201 -3.088
Br: 0.422 -0.120 -4.377
H: 5.421 5.871 -0.244
H: 5.955 5.512 -1.914
H: 4.251 5.548 -1.499
H: 6.098 3.216 -1.216
H: 4.351 3.299 -1.299
H: 5.465 4.332 1.268
H: 5.673 2.617 0.953
H: 3.548 3.281 2.231
H: 3.384 2.112 0.873
H: 2.481 4.988 1.044
H: 2.675 4.254 -0.538
H: 1.628 4.760 3.105
H: -0.057 4.918 3.503
H: 0.612 5.840 2.159
H: -2.140 2.692 3.294
H: -2.917 1.211 2.306
H: -2.363 0.180 1.021
H: -3.416 3.589 1.153
H: -4.833 3.223 0.189
H: -3.662 3.069 -1.857
H: -2.081 3.408 -1.085
H: -3.391 4.649 -1.163
H: 3.441 -3.040 -0.898
H: 1.214 -3.825 -0.302
H: -1.913 -2.097 -0.604
H: -0.959 -3.583 -0.126
H: -3.435 -2.075 1.429
H: -3.702 -1.577 3.791
H: -1.108 -1.957 6.307
H: -2.750 -1.208 6.065
H: -1.282 -0.288 5.830
H: 0.516 -1.788 4.341
H: 0.832 -2.313 2.021
H: -0.600 1.682 -2.375
H: -2.192 1.112 -1.970
C: -6.836 1.189 -0.861
O: -6.538 1.708 -2.158
P: -7.744 2.517 -2.927
O: -8.523 3.121 -1.822
O: -8.428 1.152 -3.528
C: -7.657 -0.018 -3.831
O: -8.316 3.422 -4.191
C: -7.660 3.295 -5.467
H: -6.023 0.515 -0.593
H: -6.875 1.991 -0.129
H: -7.776 0.637 -0.870
H: -7.743 -0.733 -3.012
H: -6.607 0.211 -3.997
H: -8.064 -0.469 -4.735
H: -7.812 2.294 -5.877
H: -6.592 3.499 -5.380
H: -8.100 4.023 -6.144
C: 7.990 -5.301 0.749
O: 7.350 -6.238 -0.118
P: 5.707 -6.315 -0.038
O: 5.318 -4.937 0.341
O: 5.748 -7.351 1.238
C: 6.811 -8.293 1.426
O: 4.218 -6.899 -0.482
C: 4.156 -8.187 -1.123
H: 9.054 -5.534 0.724
H: 7.843 -4.285 0.392
H: 7.619 -5.403 1.768
H: 7.525 -7.899 2.151
H: 7.331 -8.520 0.499
H: 6.382 -9.214 1.822
H: 4.460 -8.974 -0.429
H: 4.791 -8.213 -2.010
H: 3.127 -8.362 -1.426

Here are the Löwdin charges for atoms 1 to 99, given in e: C -0.104; C -0.247; C -0.204; C -0.179; C -0.151; C -0.176; C -0.131; C -0.024; C -0.207; O 0.038; C -0.064; C -0.137; O -0.123; C -0.240; C -0.053; C -0.179; C -0.347; S 1.016; C -0.470; C -0.661; Br 0.739; C -0.096; C -0.030; C -0.165; C -0.060; C -0.208; C -0.066; C -0.055; C -0.285; C -0.054; C -0.040; C -0.021; C -0.203; N -0.003; C -0.155; C -0.770; O 0.069; Br 0.737; H 0.065; H 0.064; H 0.060; H 0.097; H 0.061; H 0.100; H 0.102; H 0.112; H 0.087; H 0.105; H 0.090; H 0.083; H 0.076; H 0.092; H 0.101; H 0.127; H 0.096; H 0.112; H 0.108; H 0.070; H 0.062; H 0.081; H 0.099; H 0.124; H 0.111; H 0.120; H 0.120; H 0.112; H 0.079; H 0.074; H 0.080; H 0.115; H 0.113; H 0.087; H 0.119; C -0.106; O -0.297; P 0.559; O -0.252; O -0.243; C -0.113; O -0.219; C -0.106; H 0.090; H 0.081; H 0.092; H 0.085; H 0.082; H 0.086; H 0.082; H 0.083; H 0.087; C -0.106; O -0.296; P 0.577; O -0.256; O -0.247; C -0.114; O -0.224; C -0.104; H 0.094

=====

C9H42F6O12P | ωB97M-V with the def2-TZVPD basis set

Results
- multiplicity = 1
- frontier orbital gap (eV) = 9.53
- HOMO level (eV) = -7.27
- DFT total energy (eV) = -60184.660
- net charge = -1

Cartesian coordinates (Å):
P: -0.916 1.024 0.029
F: -1.773 1.122 1.433
F: -2.176 1.626 -0.852
F: -0.140 2.532 0.262
F: -0.123 0.927 -1.374
F: 0.360 0.330 0.821
F: -1.635 -0.390 -0.322
C: -2.377 -2.167 2.092
O: -3.531 -1.938 1.381
H: -2.057 -1.335 2.719
H: -2.438 -3.055 2.720
H: -1.746 -2.473 1.257
H: -3.314 -1.481 0.565
C: 2.805 -0.942 -0.347
O: 4.048 -0.998 -1.003
H: 2.898 -1.299 0.679
H: 2.589 0.115 -0.195
H: 2.021 -1.413 -0.940
H: 4.729 -0.528 -0.518
C: 2.023 0.271 -4.148
O: 0.925 0.022 -5.072
H: 1.795 -0.130 -3.160
H: 3.009 -0.084 -4.449
H: 2.043 1.346 -3.973
H: 0.135 0.400 -4.680
C: -0.018 -2.729 -2.806
C: -1.089 -3.795 -2.549
O: -2.293 -3.454 -3.220
H: 0.917 -2.973 -2.301
H: -0.317 -1.724 -2.507
H: 0.274 -2.605 -3.849
H: -1.353 -3.770 -1.492
H: -0.736 -4.807 -2.751
H: -2.406 -2.533 -2.973
C: 4.508 3.465 2.781
C: 3.288 2.817 2.194
O: 2.134 3.190 2.904
H: 5.394 3.028 2.321
H: 4.648 3.308 3.851
H: 4.580 4.546 2.661
H: 3.332 1.728 2.237
H: 3.167 3.075 1.142
H: 1.435 3.062 2.258
C: 1.241 -1.467 3.624
C: 1.849 -2.849 3.332
O: 1.223 -3.819 4.145
H: 1.524 -1.166 4.633
H: 0.162 -1.316 3.603
H: 1.600 -0.705 2.933
H: 2.933 -2.793 3.429
H: 1.696 -3.154 2.297
H: 1.705 -4.641 4.028
O: -1.104 3.797 -2.433
H: -2.051 3.681 -2.351
H: -0.734 3.246 -1.743
O: -3.589 0.745 3.609
H: -3.011 0.318 4.241
H: -3.008 1.021 2.900
O: -2.726 -0.801 -2.798
H: -2.309 -0.555 -1.973
H: -2.026 -0.739 -3.449
O: -1.040 1.131 -4.038
H: -0.975 1.394 -3.120
H: -1.749 1.668 -4.392
O: -4.896 1.730 -0.310
H: -3.954 1.862 -0.411
H: -5.183 1.386 -1.155
O: -2.864 3.546 1.891
H: -2.132 3.072 1.496
H: -3.203 4.095 1.183

Charges per atom according to Löwdin partitioning, unit e: P 0.353; F -0.150; F -0.174; F -0.184; F -0.148; F -0.155; F -0.157; C -0.199; O -0.107; H 0.049; H 0.081; H 0.076; H 0.056; C -0.166; O -0.123; H 0.066; H 0.062; H 0.067; H 0.071; C -0.135; O -0.158; H 0.045; H 0.075; H 0.072; H -0.040; C -0.084; C -0.299; O -0.091; H 0.065; H 0.045; H 0.078; H 0.098; H 0.106; H 0.003; C -0.095; C -0.346; O -0.068; H 0.068; H 0.073; H 0.073; H 0.101; H 0.114; H 0.061; C -0.069; C -0.326; O -0.076; H 0.072; H 0.058; H 0.050; H 0.104; H 0.099; H 0.077; O -0.043; H 0.031; H -0.016; O -0.047; H 0.023; H -0.016; O -0.037; H -0.004; H 0.029; O -0.017; H 0.019; H 0.087; O -0.048; H -0.023; H 0.027; O -0.043; H -0.022; H 0.033